No. 1
Entry from OMol25: a cluster of 7 separate species, C27H32ClF6NO19P in total (ωB97M-V with the def2-TZVPD basis set).

- Charge: -1
- Highest occupied orbital energy: -2.7045 eV
- Max |F|: 1.75 eV/Å

```
87
Properties=species:S:1:pos:R:3:forces:R:3
O 7.733820 -1.911654 -1.811981 -0.82 -0.50 0.27
P 6.700681 -1.148201 -2.911085 1.39 0.84 -0.67
Cl 4.809258 -1.919554 -2.196561 -0.21 -0.48 0.36
C 6.654812 0.539903 -2.504364 -1.09 -0.85 -0.68
C 5.370854 1.112282 -1.923814 0.86 0.39 0.56
C 4.232743 1.408145 -2.897033 -0.20 0.34 -0.09
C 3.096607 2.186779 -2.214469 0.31 -0.23 0.25
C 2.407886 1.316470 -1.158323 0.34 -0.02 -0.12
N 1.239344 0.564513 -1.599119 -0.25 0.65 0.30
C 0.254429 0.201023 -0.732290 -0.79 -0.02 -0.18
C -0.680260 -0.539342 -1.413886 0.14 0.01 -0.17
C -0.232427 -0.615023 -2.753362 -0.23 -0.20 -0.31
C 0.944414 0.081944 -2.844426 0.10 -0.10 0.12
H 7.261155 -2.170910 -1.009210 0.14 0.15 0.14
H 6.901555 0.990827 -3.474960 -0.02 0.23 0.06
H 5.004016 0.421141 -1.166385 0.09 0.00 0.15
H 5.601372 2.039622 -1.372765 -0.18 0.10 -0.03
H 4.624154 1.998917 -3.729767 0.01 -0.07 -0.07
H 3.844956 0.465695 -3.290465 0.12 0.00 -0.16
H 2.404086 2.638153 -2.927444 -0.21 -0.17 0.04
H 3.558758 3.013719 -1.667482 -0.03 0.09 -0.06
H 3.151588 0.591074 -0.823501 0.01 0.02 0.14
H 2.127600 1.901169 -0.283533 -0.27 0.01 -0.07
H 0.230279 0.445139 0.316237 0.38 0.33 -0.23
H -1.572807 -0.997683 -1.019276 -0.02 0.05 0.10
H -0.726424 -1.143132 -3.550301 0.05 0.06 -0.09
H 1.592495 0.247902 -3.686462 0.08 0.02 0.04
C -3.646191 3.671886 0.730220 -0.24 0.28 0.03
C -3.479095 2.197681 1.015198 -0.03 0.01 -0.28
O -2.167374 1.950324 0.565573 0.16 0.09 0.32
C -1.463155 3.113603 0.682264 0.00 0.04 -0.26
O -0.284582 3.198013 0.642869 0.06 0.03 0.09
O -2.309539 4.161388 0.869727 -0.04 -0.30 -0.03
F -4.352567 1.442774 0.298976 0.04 -0.04 -0.02
H -3.991632 3.833922 -0.291939 0.02 -0.13 -0.04
H -4.314892 4.173860 1.422521 0.17 0.09 0.11
H -3.553147 1.920400 2.064825 -0.19 -0.11 -0.02
C -2.159113 3.808386 5.668865 0.15 -0.03 0.10
C -2.480583 3.348649 4.265224 -0.19 0.03 0.07
O -3.133613 4.476573 3.712315 0.39 -0.07 0.22
C -2.636399 5.581318 4.356493 -0.18 0.14 -0.07
O -2.771780 6.691515 3.979693 -0.07 0.04 0.01
O -1.977434 5.211844 5.479239 0.00 -0.09 -0.01
F -3.335591 2.292044 4.265707 -0.03 0.06 0.00
H -2.998600 3.630820 6.342644 -0.07 -0.05 -0.08
H -1.260639 3.355717 6.077640 0.09 0.15 -0.03
H -1.604963 3.103747 3.659708 -0.05 -0.13 -0.04
C 1.823114 -1.963374 0.469692 0.16 -0.09 -0.19
C 1.169461 -3.160433 -0.180414 0.13 0.02 -0.06
O 0.277422 -3.605606 0.845972 -0.31 0.18 -0.06
C -0.059778 -2.525059 1.587726 0.33 -0.06 -0.23
O -0.971575 -2.489245 2.356386 -0.20 0.03 0.14
O 0.764627 -1.495120 1.333844 0.19 -0.41 0.46
F 2.049868 -4.148128 -0.456328 -0.01 -0.10 0.17
H 2.690093 -2.221929 1.076008 -0.25 -0.30 -0.21
H 2.110040 -1.195802 -0.241624 -0.13 -0.04 0.11
H 0.592403 -2.936293 -1.079393 0.06 -0.04 0.02
C -3.599636 -4.285514 -5.763548 -0.05 -0.14 -0.08
C -2.688783 -3.148805 -6.178468 -0.15 0.07 0.11
O -2.313334 -2.598482 -4.936585 0.21 -0.11 -0.04
C -2.363689 -3.597702 -4.002578 -0.18 -0.09 0.02
O -1.877969 -3.549965 -2.929901 0.01 0.06 0.11
O -3.051281 -4.658618 -4.501510 0.05 0.05 -0.06
F -3.342093 -2.210929 -6.909965 -0.01 0.02 0.04
H -4.625014 -3.936653 -5.630147 0.02 0.11 -0.04
H -3.587101 -5.125705 -6.452161 0.10 -0.09 0.11
H -1.793219 -3.456678 -6.721008 -0.03 0.07 -0.10
C 4.197718 0.522808 5.023667 -0.01 -0.06 0.16
C 3.262364 1.420494 4.240100 0.22 0.05 -0.12
O 3.530307 1.043302 2.908902 -0.25 -0.09 0.09
C 3.947131 -0.255493 2.921760 0.09 0.01 -0.10
O 4.003128 -0.954322 1.971984 0.31 0.19 0.17
O 4.269095 -0.630244 4.185827 -0.03 0.08 0.06
F 3.553739 2.734414 4.406506 0.01 0.00 -0.02
H 5.187039 0.973468 5.115584 -0.03 0.11 -0.06
H 3.823451 0.258651 6.008788 -0.04 -0.16 -0.06
H 2.202062 1.266339 4.450194 -0.02 0.10 0.04
C -4.404024 -2.079432 0.560606 0.34 0.12 0.08
C -5.592568 -2.449570 1.418886 -0.02 0.12 -0.20
O -6.381609 -3.210036 0.527728 0.07 -0.25 0.15
C -5.536306 -3.786384 -0.382326 0.10 0.16 -0.07
O -5.838856 -4.673176 -1.105031 -0.08 -0.02 -0.09
O -4.321990 -3.199854 -0.326901 -0.16 -0.02 0.06
F -6.296888 -1.361480 1.824515 -0.06 0.00 -0.03
H -4.589050 -1.172103 -0.015727 -0.15 0.02 0.06
H -3.481510 -1.964743 1.123855 0.11 -0.21 -0.06
H -5.350848 -3.055983 2.293352 -0.03 0.09 0.07
```
Forces are in eV/Å.

***

No. 2
Entry from OMol25: the molecule C3H3FN2O (ωB97M-V with the def2-TZVPD basis set).

- Highest occupied orbital energy: -7.6013 eV
- Max |F|: 4.08 eV/Å
- Energy above the lowest of the compared OMol25 structures with the same formula, charge and spin: 118.5 kcal/mol

```
10
Properties=species:S:1:pos:R:3:forces:R:3
C -0.610159 1.540770 -0.125109 -0.21 -1.13 0.11
C 0.860737 -0.214769 0.368954 -1.22 1.57 1.80
C -1.532353 -0.552856 -0.192736 0.65 0.42 -0.41
N 0.509825 0.980077 0.102777 0.34 -0.18 -0.32
N 1.753925 -1.062304 0.041043 3.18 -2.36 -0.98
O -1.756280 0.727420 -0.231832 -0.10 -0.93 0.19
F -2.701478 -1.131679 -0.078450 -0.58 -0.19 0.08
H -0.941525 2.463733 0.250668 0.28 1.34 -0.11
H 2.145750 -1.102335 -0.969484 -0.48 -0.04 2.33
H 2.271560 -1.648053 0.834169 -1.86 1.51 -2.69
```
Forces are in eV/Å.

***

No. 3
Entry from OMol25: a cluster of 2 separate species, C10H9Br2N3O2 in total (ωB97M-V with the def2-TZVPD basis set).

- Highest occupied orbital energy: -9.2412 eV
- Max |F|: 12.52 eV/Å
- Energy above the lowest of the compared OMol25 structures with the same formula, charge and spin: 202.7 kcal/mol
- SMILES: C#C[C@@H](C#N)[C@@H](C#N)/C(Br)=C(/C)Br.C[N+](=O)[O-]

```
26
Properties=species:S:1:pos:R:3:forces:R:3
C 5.677929 -0.148023 2.067566 -7.50 2.32 -6.69
C 4.767773 0.145659 1.007676 5.23 -1.91 7.72
C 3.503736 0.457337 -0.042600 1.53 -1.10 0.96
C 2.842802 -1.019658 -0.374674 -3.76 -5.69 -6.27
N 2.302821 -2.022273 -1.035134 5.16 9.34 6.54
C 2.462171 1.497633 0.712907 -0.14 1.13 1.71
C 2.273366 2.939960 -0.120379 -2.41 3.11 -8.72
N 2.005941 3.699291 -1.165066 2.65 -6.78 10.04
C 1.049745 0.814127 1.187276 -2.84 -0.35 -3.05
Br 0.875383 0.342573 3.163950 0.41 0.65 -2.38
C -0.123886 0.500375 0.329168 2.21 0.01 3.19
C -1.495240 -0.228630 0.950896 0.61 0.08 -0.64
Br -0.108633 0.895222 -1.638058 0.12 -0.44 2.35
H 6.110828 -0.299151 3.169496 -1.00 0.41 -3.28
H 3.969631 0.996251 -0.978711 -1.17 -1.55 1.63
H 3.022300 1.827224 1.713717 -1.32 -0.80 -2.27
H -2.020446 0.571685 1.657436 1.14 -1.89 -1.50
H -2.216728 -0.593332 0.077187 1.96 1.21 2.08
H -1.182401 -1.213023 1.549826 -0.55 2.42 -1.18
C -5.354164 -1.323935 -2.119088 -0.11 0.05 -0.34
N -4.128610 -1.289385 -1.276135 0.73 0.00 0.38
O -3.054713 -1.067714 -1.847526 -1.44 -0.39 0.96
O -4.279358 -1.485702 -0.064677 0.30 0.23 -1.71
H -5.073967 -1.136079 -3.157721 0.06 -0.04 0.32
H -5.799319 -2.315311 -2.012953 0.04 0.23 0.12
H -6.026964 -0.545123 -1.754379 0.09 -0.24 0.05
```
Forces are in eV/Å.

***

No. 4
Entry from OMol25: a cluster of 2 separate species, C6H14NO2 in total (ωB97M-V with the def2-TZVPD basis set).

- Charge: +1
- Highest occupied orbital energy: -13.1222 eV
- Max |F|: 0.95 eV/Å
- Energy above the lowest of the compared OMol25 structures with the same formula, charge and spin: 20.4 kcal/mol

```
23
Properties=species:S:1:pos:R:3:forces:R:3
O 1.645641 1.141275 2.508693 -0.02 0.15 -0.23
C 0.881072 1.345127 1.605874 -0.02 0.04 0.08
C 1.159075 0.710905 0.233860 -0.18 0.21 0.46
C 0.882874 -0.803746 0.312910 -0.61 0.39 -0.40
C -0.436576 -1.111627 -0.334979 -0.64 -0.10 -0.15
C -1.405206 -1.824132 0.232419 0.40 -0.02 0.53
C -2.646885 -2.333699 -0.422375 0.16 0.92 -0.09
N 2.623702 0.963487 -0.003147 -0.19 -0.33 -0.87
H -0.016059 1.975631 1.713247 -0.04 -0.15 0.07
H 0.580568 1.201278 -0.549463 0.17 -0.09 -0.13
H 1.685592 -1.372857 -0.165133 0.07 0.06 -0.08
H 0.837530 -1.091989 1.353384 0.22 -0.24 0.29
H -0.628331 -0.721732 -1.328389 0.31 -0.07 -0.27
H -1.248921 -2.120562 1.269006 0.00 -0.21 -0.04
H -3.519664 -2.184618 0.199548 -0.11 -0.31 0.39
H -2.868802 -1.764371 -1.322655 0.20 -0.24 -0.33
H -2.496406 -3.385603 -0.640208 -0.27 -0.17 -0.11
H 2.857214 1.955756 -0.025895 0.13 0.06 0.46
H 3.116199 0.458391 0.737491 0.39 0.31 0.06
H 2.896426 0.608654 -0.927836 0.04 -0.25 0.32
H -0.576473 3.126910 -1.493360 -0.13 0.21 0.16
H -1.913723 2.426129 -1.110460 0.10 0.21 -0.04
O -1.408847 2.801392 -1.842530 0.02 -0.38 -0.08
```
Forces are in eV/Å.

***

No. 5
Entry from OMol25: a cluster of 2 separate species, C3H7O2S in total (ωB97M-V with the def2-TZVPD basis set).

- Highest occupied orbital energy (spin up / spin down): -8.6652 / -8.6310 eV
- Max |F|: 3.89 eV/Å
- 2S+1: 2
- Energy above the lowest of the compared OMol25 structures with the same formula, charge and spin: 55.4 kcal/mol

```
13
Properties=species:S:1:pos:R:3:forces:R:3
C -0.389173 -0.977303 1.697224 1.75 -2.24 0.51
S 0.801746 0.326861 2.101158 0.11 0.67 -0.26
C 0.827785 1.325890 0.527340 0.73 -1.55 -0.09
H -1.322869 -0.602203 1.380982 -0.76 0.56 -1.29
H -0.754006 -1.505006 2.640862 1.28 0.52 -0.91
H 0.186294 -1.738441 0.990973 -1.86 1.44 1.31
H -0.192777 1.504628 0.273857 -0.64 1.07 0.08
H 1.537022 2.179247 0.574351 -0.89 -0.46 0.33
H 1.144117 0.695329 -0.325114 0.36 0.05 0.54
O -1.090860 0.090032 -3.445876 0.28 0.42 2.15
C -0.464519 -0.194251 -2.428587 0.38 -2.05 -3.28
O -0.933125 -0.552064 -1.248303 0.83 0.73 -1.04
H 0.650365 -0.552719 -2.738868 -1.58 0.84 1.97
```
Forces are in eV/Å.

***

Question: Look up the max |F| of the third one.
Answer: 12.52 eV/Å

***

Question: The highest max |F| belongs to which entry?
Answer: C10H9Br2N3O2

***

Repeat the second record exactly.
Entry from OMol25: the molecule C3H3FN2O (ωB97M-V with the def2-TZVPD basis set).

- Highest occupied orbital energy: -7.6013 eV
- Max |F|: 4.08 eV/Å
- Energy above the lowest of the compared OMol25 structures with the same formula, charge and spin: 118.5 kcal/mol

```
10
Properties=species:S:1:pos:R:3:forces:R:3
C -0.610159 1.540770 -0.125109 -0.21 -1.13 0.11
C 0.860737 -0.214769 0.368954 -1.22 1.57 1.80
C -1.532353 -0.552856 -0.192736 0.65 0.42 -0.41
N 0.509825 0.980077 0.102777 0.34 -0.18 -0.32
N 1.753925 -1.062304 0.041043 3.18 -2.36 -0.98
O -1.756280 0.727420 -0.231832 -0.10 -0.93 0.19
F -2.701478 -1.131679 -0.078450 -0.58 -0.19 0.08
H -0.941525 2.463733 0.250668 0.28 1.34 -0.11
H 2.145750 -1.102335 -0.969484 -0.48 -0.04 2.33
H 2.271560 -1.648053 0.834169 -1.86 1.51 -2.69
```
Forces are in eV/Å.

***

Question: Which value of max |F| does entry 5 give?
Answer: 3.89 eV/Å